1.
A cluster of 11 separate species, C30H86N4O18 in total in a non-equilibrium geometry. Source: the OMol25 dataset; level of theory: wB97M-V/def2-TZVPD.

The geometry in XYZ format:
```
138
C30H86N4O18 wB97M-V/def2-TZVPD
O 2.64730 5.95604 3.03002
O -1.72294 2.24175 4.96718
O 2.95399 4.26983 5.26902
O 3.39213 4.72890 -1.38470
O -3.08396 4.83439 0.38431
O 1.16538 -3.72786 4.44515
O 0.42232 -1.45611 2.51173
O 0.50679 3.63945 6.47961
O 4.52264 -5.31663 -1.96695
O -3.63879 -5.51741 -4.37086
O 3.65809 -1.91985 -6.09258
O 5.62703 4.45031 -2.78398
O 0.81792 -2.19983 -7.12164
O -3.77214 4.41596 3.02244
O 0.03303 0.03200 -0.91145
O 6.76853 -1.21536 -0.13235
O 2.63313 -3.37668 -2.96152
O -4.90540 0.81488 -0.06223
N 3.26347 -2.01195 0.54236
N -6.14723 1.97061 3.10559
N -1.09946 0.82283 1.73667
N -4.78015 -2.09703 -4.60562
C -1.10914 1.60907 0.46955
C 2.79754 3.67389 3.95879
C -3.60710 -3.10910 -2.71814
C 2.20220 -4.70412 -2.59998
C -2.67993 5.80286 1.34418
C -5.60658 1.02840 2.21227
C 1.26476 -2.44698 -5.78053
C 0.23614 -0.72416 -2.16872
C -4.10596 -6.72344 -5.00580
C 4.72565 3.35673 -2.84045
C -3.91792 -3.18107 -4.20048
C 0.39314 -3.76323 3.30519
C -2.57031 5.21968 2.83329
C 4.08827 -0.51793 2.02972
C -0.25847 2.49894 6.86955
C -0.72462 1.52653 5.72322
C -5.33818 1.77149 0.88308
C -6.50799 -0.11507 2.02475
C -4.72946 1.40165 -1.32463
C 5.72552 -1.92879 0.50888
C 3.38625 -5.71820 -2.74803
C 7.36365 -0.34689 0.81016
C 3.78311 3.37897 -1.57374
C -1.28177 0.68390 -0.71480
C 0.18076 2.45971 0.51649
C 2.44043 -1.37253 -5.60052
C 1.93559 4.66598 3.05060
C 4.38892 -1.06118 0.67318
C -4.60049 -4.53477 -4.49088
C -0.37693 -2.45904 3.08543
H 6.39261 4.29229 -3.34123
H -2.73919 5.99887 3.57656
H 1.73149 -4.54337 -1.63010
H -1.54198 1.14252 -1.66877
H -6.29262 2.21463 0.59886
H -1.11690 2.77188 7.48330
H -2.12569 0.01916 -0.53038
H -3.01809 -3.05484 -4.80255
H 0.96885 2.10620 1.18136
H 2.20136 -0.40090 -6.03282
H 0.69027 2.64272 -0.42956
H 0.51465 -0.10547 -3.02181
H -0.60728 -1.35532 -2.44871
H -4.97637 -7.04993 -4.43669
H 6.85332 0.61383 0.87870
H -0.32436 0.17681 1.78129
H -0.12257 3.40438 0.96781
H 4.24968 -0.21393 0.00172
H -4.48028 -3.02611 -2.07103
H 0.32772 1.93871 7.59801
H 3.46029 -3.51737 -3.42802
H -4.11643 0.87262 -2.05430
H -5.42649 -4.74791 -3.81237
H -4.32505 -6.58617 -6.06469
H 4.35650 3.08458 -0.69473
H 1.01365 -1.47533 -2.02973
H -6.71125 -0.76459 2.87616
H 5.93977 -2.20276 1.54191
H 3.19144 0.08118 2.18749
H -1.95290 2.29165 0.57094
H -0.80004 -2.00433 3.98115
H -1.12823 0.62372 6.18162
H -3.01927 -3.94900 -2.34784
H 8.37329 -0.10296 0.47966
H -5.64552 1.76684 -1.78893
H 0.47868 -2.18105 -5.07380
H -5.95844 -0.84245 1.42724
H 4.06721 -1.26287 2.82514
H 0.12156 1.29077 5.07785
H 3.33489 -2.14984 -0.45563
H 1.36875 -5.02737 -3.22367
H -1.74718 6.26212 1.01685
H 3.78146 -5.62617 -3.75969
H -4.08800 2.28272 -1.34260
H 1.30340 -1.78014 2.71247
H -3.25561 -7.40503 -4.98440
H 1.69523 4.18175 2.10411
H 0.98024 4.67510 3.57531
H -3.42489 6.59695 1.29354
H -4.58049 2.54673 0.99716
H -5.63480 -2.32480 -4.11798
H 2.17239 2.78263 3.90451
H -5.45051 2.65873 3.35294
H -1.79213 0.09356 1.64456
H 0.69315 -4.36863 4.98183
H -5.05167 -2.31848 -5.55289
H 3.18061 -6.75196 -2.47027
H 5.68282 -2.84606 -0.07838
H 3.75696 3.33242 3.57022
H -3.79959 3.83403 2.25941
H -6.32254 1.40354 3.92278
H 2.33681 -1.24280 -4.52324
H 4.05199 3.47521 -3.68913
H 7.66566 -0.83873 1.73481
H 0.93753 -4.00588 2.39259
H 3.38397 -2.13209 -6.98779
H 5.00103 0.04103 2.23594
H 5.32747 2.44979 -2.89828
H -4.65438 0.68134 2.61346
H 4.10820 5.29637 -1.67936
H -1.22952 -2.61142 2.42364
H -4.88413 -4.45287 -5.54015
H 2.90671 6.15540 3.93255
H 1.34667 -2.74308 -7.71063
H -3.75038 5.21528 -0.19223
H -0.44247 -4.38995 3.61676
H -1.68782 1.98192 4.04367
H -0.05661 4.31731 6.09922
H 4.24350 -5.05657 -1.08602
H -2.90529 -2.28319 -2.60216
H 2.23962 3.87858 5.77713
H -1.65530 4.64501 2.97678
H -7.46099 0.20645 1.60459
H 1.71884 -3.43439 -5.86390
H 2.99585 2.63140 -1.67104
H 2.39845 -1.49214 0.50210
```

Computed properties:
E_LUMO: 0.0122 Ha
Highest occupied orbital energy: -0.3355 Eh

---

2.
An isolated molecule of C6H6P2 in a non-equilibrium geometry. Source: the OMol25 dataset; level of theory: wB97M-V/def2-TZVPD.

The geometry in XYZ format:
```
14
C6H6P2 wB97M-V/def2-TZVPD
P -2.61726 0.72374 -0.53039
P 1.61471 1.05994 0.52601
C 0.02578 0.43399 0.07574
C -2.02212 -0.83523 0.24188
C 2.60840 0.06790 -0.56098
C -0.65873 -0.85228 0.43351
C -0.93342 1.27905 -0.39232
C 3.19252 -0.70103 -1.28129
H 3.67724 -1.31643 -1.88206
H -0.16577 -1.62809 0.98597
H -2.95789 0.80095 0.85052
H -0.69629 2.25162 -0.64173
H 1.69394 0.33086 1.70804
H -2.76111 -1.61499 0.46711
```

Computed properties:
E_LUMO: 0.0163 Ha
Highest occupied orbital energy: -0.3314 Eh

---

3.
A structure of composition C22H19AuCl5N2O3S2. Source: the OMol25 dataset; level of theory: wB97M-V/def2-TZVPD.

The geometry in XYZ format:
```
54
C22H19AuCl5N2O3S2 wB97M-V/def2-TZVPD
Au 0.27748 -0.85735 -0.31062
Cl 3.05321 0.74669 -4.52975
Cl 7.49883 0.40724 -1.54556
Cl 6.15680 1.09552 -4.25418
Cl 2.79945 -0.99933 0.59891
Cl 5.85918 -0.64432 0.85674
S -2.20802 3.18030 4.74822
S -0.88600 -4.22304 -0.34691
O -2.41823 -1.36702 -1.19434
O 0.25082 -3.25766 -0.02941
O 1.81148 -0.18806 -2.11164
N -0.52074 0.42691 1.52064
N -2.80454 6.79714 2.00736
C -1.67678 6.63060 2.70308
C 3.85639 0.38819 -3.08158
C -0.11073 -5.86159 -0.42708
C -1.45202 5.55914 3.55899
C 5.06898 -0.25884 -0.60865
C 0.28875 1.19921 2.25716
C -1.50890 -0.65081 -1.43280
C -1.12608 -4.15654 -2.15434
C 3.72149 -0.40632 -0.72882
C 5.21247 0.53572 -2.94813
C -1.83340 0.45293 1.78113
C -3.76444 5.88272 2.17104
C 3.03080 -0.08284 -1.97091
C -1.54346 2.07970 3.50577
C -2.38107 1.25902 2.76312
C -1.48062 0.42735 -2.48937
C -0.83035 -5.54738 -2.71312
C 0.32085 -6.09124 -1.87049
C -3.63933 4.77608 3.00202
C -0.17825 2.03257 3.25593
C 5.83223 0.21982 -1.71573
C -2.45164 4.60953 3.69502
H -1.32665 1.39261 -2.00300
H -2.13008 -3.78737 -2.36194
H -0.87445 -6.57739 -0.11253
H 0.51081 2.63756 3.83091
H -0.38866 -3.41674 -2.47547
H -0.62397 0.26067 -3.14495
H -0.59052 -5.50005 -3.77521
H -0.52394 5.47249 4.11045
H 0.51402 -7.14611 -2.06298
H -3.44719 1.24617 2.94745
H -1.70644 -6.19003 -2.60038
H -4.45107 4.06726 3.10968
H -2.41202 0.42777 -3.05302
H -4.68003 6.04339 1.61129
H 1.23871 -5.53703 -2.07762
H -2.46018 -0.20051 1.18536
H 0.69361 -5.84724 0.30682
H 1.34821 1.14849 2.03288
H -0.91475 7.39204 2.57058
```

Computed properties:
Total charge: +1
⟨S²⟩: 2.049
2S+1: 3
E_LUMO (spin up / spin down): -0.0912 / -0.2081 Ha
Highest occupied orbital energy (spin up / spin down): -0.3802 / -0.4311 Eh

---

Q: Which energy relative to the best compared isomer or geometry (same formula, charge and spin) values were calculated for the entries above? A: 153.0, 27.4, 0.0, in kcal per mole.
Q: Which electronic energy values were calculated for the entries above? A: -2767.57524, -914.78077, -4417.67810, in Ha.